Here is a 2-piece molecular cluster, C4H8NS overall from the OMol25 dataset. Energies are from ωB97M-V with the def2-TZVPD basis set.

```
14
Properties=species:S:1:pos:R:3:lowdin_charge:R:1
C -1.7141 1.8221 -0.4565 0.064
C -0.5275 1.2214 -0.6740 -0.221
C 0.7272 -1.8900 0.6047 -0.341
C -0.0048 0.1195 0.1109 -0.660
N 1.2084 -0.6415 -0.1612 0.010
S -0.9740 -1.2033 0.7378 0.963
H -2.0446 2.4825 -1.1324 0.033
H -2.3533 1.4429 0.3775 0.100
H 0.0430 1.4728 -1.5890 0.124
H 0.8076 -2.9086 0.0260 0.135
H 1.3892 -2.0282 1.5681 0.141
H 0.1480 1.0685 1.6097 0.241
H 2.1942 -0.2183 0.1256 0.254
H 1.1007 -0.7399 -1.1473 0.156
```

**Total charge**: +1
**Total energy**: -16590.835 eV
**Gap between HOMO and LUMO**: 0.3038 hartree
**Multiplicity**: 1
**Relative energy (zero: lowest compared OMol25 entry of this formula, charge and spin)**: 4.571 eV

=====

Here is one molecule with the formula C4H5F4NO2S2 from the OMol25 dataset. Energies are from ωB97M-V with the def2-TZVPD basis set.

```
18
Properties=species:S:1:pos:R:3:lowdin_charge:R:1
C 0.8345 0.7310 -0.1041 -0.201
C 1.3998 -0.5130 -0.7884 -0.386
C -0.6096 0.9321 -0.5447 -0.568
C 1.0634 0.6897 1.3943 -0.029
N -1.3337 -1.6642 -0.3618 -0.624
O -3.1256 -0.0340 -0.5453 -0.264
O -1.7957 -0.2545 1.6044 -0.301
F 2.6464 -0.8560 -0.5118 0.125
F 1.1553 -0.7786 -2.0116 0.168
F -1.0797 2.1666 -0.3893 0.138
F -0.6967 0.6772 -1.8537 0.093
S -0.3071 -2.7185 0.4828 0.704
S -1.8587 -0.2024 0.1631 0.644
H 1.4023 1.5297 -0.4033 0.131
H 0.1601 0.3431 1.8199 0.028
H 1.4037 1.6839 1.8566 0.123
H 1.9313 -0.0282 1.6170 0.117
H -1.1900 -1.7039 -1.4239 0.101
```

**Total energy**: -42350.269 eV
**Gap between HOMO and LUMO (alpha / beta)**: 0.2507 / 0.3503 hartree
**Multiplicity**: 1
**Relative energy (zero: lowest compared OMol25 entry of this formula, charge and spin)**: 1.303 eV

=====

Here is a 10-piece molecular cluster, C69H152F6N8O6 overall from the OMol25 dataset. Energies are from ωB97M-V with the def2-TZVPD basis set.

```
241
Properties=species:S:1:pos:R:3:lowdin_charge:R:1
C 20.9254 10.2851 19.1194 -0.108
C 20.9833 11.1877 20.3188 -0.256
C 22.2074 12.1162 20.1406 -0.163
C 22.4936 13.1615 21.3008 -0.048
N 23.8393 13.9343 21.1588 -0.239
C 24.9541 12.9438 21.5070 -0.072
C 25.4109 13.3116 22.9942 -0.107
C 24.3519 14.3292 23.5143 -0.128
C 24.0154 15.0469 22.1790 -0.094
C 24.1054 14.5361 19.7475 0.039
H 20.0181 9.6922 19.2351 0.075
H 21.8269 9.7164 18.8915 0.093
H 20.7286 10.8770 18.2255 0.052
H 21.0646 10.6704 21.2748 0.120
H 20.0637 11.7633 20.4244 0.091
H 21.9257 12.6427 19.2287 0.091
H 23.0313 11.4435 19.9026 0.113
H 22.5310 12.6831 22.2795 0.132
H 21.7571 13.9631 21.3557 0.121
H 25.8595 13.0787 20.9153 0.131
H 24.5877 11.9189 21.4479 0.120
H 26.4198 13.7216 22.9487 0.120
H 25.4639 12.4616 23.6745 0.121
H 24.7848 14.9677 24.2844 0.122
H 23.4978 13.8530 23.9957 0.108
H 24.9115 15.6162 21.9322 0.144
H 23.1080 15.6508 22.1684 0.125
H 23.2047 15.1308 19.5955 0.085
H 24.1835 13.7622 18.9839 0.097
H 24.9782 15.1854 19.6786 0.113
C 22.6103 17.0378 26.5178 -0.074
C 21.9520 17.8303 25.3326 -0.251
C 20.5974 17.3139 25.0183 -0.189
C 19.8094 18.3460 24.0624 -0.052
N 18.4291 17.7321 23.6777 -0.219
C 17.5327 18.8058 22.9785 -0.067
C 16.1369 18.6940 23.6129 -0.140
C 16.0839 17.3569 24.3991 -0.119
C 17.5961 17.2291 24.9122 -0.062
C 18.6806 16.4724 22.7964 0.018
H 21.9821 16.2200 26.8710 0.066
H 22.8747 17.5900 27.4196 0.081
H 23.5547 16.5697 26.2400 0.054
H 22.6040 17.8157 24.4592 0.100
H 21.9865 18.8948 25.5644 0.119
H 20.0001 17.1763 25.9196 0.106
H 20.7191 16.3228 24.5812 0.098
H 20.2516 18.5951 23.0977 0.101
H 19.6550 19.3379 24.4870 0.139
H 17.6503 18.5592 21.9233 0.115
H 17.9068 19.8176 23.1340 0.134
H 15.4262 18.7229 22.7869 0.108
H 15.8190 19.5766 24.1679 0.124
H 15.8289 16.5123 23.7590 0.080
H 15.3693 17.2774 25.2183 0.116
H 17.9720 16.2749 25.2815 0.118
H 17.7582 17.9833 25.6822 0.134
H 19.1220 15.6677 23.3844 0.087
H 19.4226 16.7974 22.0671 0.086
H 17.7277 16.2378 22.3220 0.075
C 15.6386 9.2334 19.9246 -0.034
C 16.1349 10.6728 19.3236 -0.216
C 16.2216 10.4679 17.8305 -0.191
C 17.2443 11.4223 17.1420 -0.081
N 17.4950 11.0889 15.6133 -0.228
C 18.3462 9.7785 15.4824 -0.035
C 19.2439 10.0643 14.3112 -0.155
C 19.5414 11.5038 14.4245 -0.153
C 18.2648 12.1954 15.0301 -0.118
C 16.1563 10.9660 14.9147 0.028
H 16.5514 8.6378 19.9387 0.075
H 14.9636 8.6663 19.2836 0.077
H 15.2214 9.3876 20.9197 0.041
H 17.0732 11.0403 19.7391 0.085
H 15.3924 11.4144 19.6183 0.067
H 15.2125 10.7322 17.5146 0.094
H 16.4934 9.4665 17.4967 0.118
H 18.2408 11.4993 17.5769 0.118
H 16.9053 12.4406 17.3319 0.104
H 17.5035 9.1151 15.2876 0.132
H 18.8848 9.5551 16.4033 0.138
H 18.6693 10.0246 13.3858 0.131
H 20.1372 9.4528 14.1843 0.142
H 19.8511 12.0853 13.5562 0.120
H 20.3197 11.5846 15.1834 0.108
H 17.5855 12.6710 14.3226 0.116
H 18.6402 12.9068 15.7656 0.107
H 15.5855 11.8810 15.0732 0.104
H 15.6280 10.1141 15.3428 0.109
H 16.2171 11.0060 13.8271 0.120
C 27.0272 15.6526 15.1905 -0.092
C 25.6101 15.6398 14.6971 -0.261
C 25.0692 14.3149 14.1447 -0.178
C 25.6849 13.9129 12.7622 -0.067
N 25.0687 12.6289 12.0990 -0.224
C 25.3764 12.4669 10.5970 -0.042
C 24.0240 12.2557 9.8088 -0.104
C 23.0358 11.8646 10.9327 -0.159
C 23.5104 12.6840 12.1276 -0.106
C 25.5759 11.3752 12.8769 0.042
H 27.7184 15.3931 14.3886 0.078
H 27.1660 14.9006 15.9673 0.082
H 27.4014 16.5754 15.6338 0.090
H 25.3440 16.3890 13.9513 0.093
H 25.0663 15.9756 15.5800 0.101
H 23.9847 14.4241 14.1420 0.083
H 25.2522 13.4551 14.7891 0.104
H 26.7709 13.8202 12.7627 0.141
H 25.4308 14.6810 12.0318 0.118
H 25.9724 11.5681 10.4385 0.138
H 25.8610 13.4317 10.4478 0.125
H 23.9880 11.3959 9.1399 0.126
H 23.7042 13.1418 9.2605 0.120
H 22.9997 10.7824 11.0580 0.120
H 22.0502 12.2110 10.6218 0.118
H 23.2328 12.2369 13.0821 0.119
H 23.1850 13.7222 12.0619 0.107
H 26.6540 11.2577 12.9867 0.120
H 25.1107 10.4897 12.4439 0.110
H 25.2295 11.4825 13.9049 0.085
C 22.3804 16.7927 12.5785 -0.113
C 23.4512 17.5001 11.7182 -0.222
C 23.3013 18.9980 12.0691 -0.162
C 22.1177 19.8087 11.3690 -0.073
N 21.9092 21.3149 11.7525 -0.198
C 20.6025 21.8225 11.1131 -0.140
C 20.7323 23.3398 11.0653 -0.149
C 22.0647 23.4650 10.3106 -0.096
C 22.8837 22.3609 11.0788 -0.050
C 21.7142 21.5269 13.3372 0.068
H 22.4173 17.2176 13.5816 0.070
H 22.4878 15.7081 12.5714 0.038
H 21.3946 17.0042 12.1641 0.062
H 23.3951 17.2151 10.6676 0.120
H 24.4338 17.1650 12.0503 0.084
H 24.2991 19.3320 11.7846 0.116
H 23.1901 19.1877 13.1367 0.098
H 21.1651 19.3402 11.6163 0.112
H 22.1683 19.7274 10.2832 0.133
H 19.7435 21.5752 11.7368 0.129
H 20.4371 21.3615 10.1393 0.140
H 20.8640 23.7404 12.0704 0.108
H 19.8180 23.7783 10.6655 0.139
H 22.5092 24.4547 10.4146 0.132
H 21.9192 23.1255 9.2851 0.125
H 23.6289 22.6707 11.8114 0.130
H 23.4799 21.7212 10.4281 0.121
H 22.7250 21.6071 13.7370 0.102
H 21.0004 20.7636 13.6470 0.097
H 21.3752 22.5427 13.5403 0.094
C 16.7581 12.7822 22.3906 -0.085
C 15.5176 12.7855 23.3275 -0.230
C 14.6828 11.5311 23.1728 -0.190
C 13.4380 11.5781 24.1090 -0.092
N 12.5832 10.2982 24.0208 -0.207
C 12.0766 10.1077 22.5330 -0.080
C 10.8172 9.2364 22.6994 -0.128
C 10.2322 9.7190 24.0301 -0.142
C 11.2423 10.5988 24.7177 -0.112
C 13.2753 9.0216 24.6353 0.072
H 17.2564 13.7515 22.4036 0.049
H 16.4212 12.7185 21.3560 0.031
H 17.4530 11.9650 22.5844 0.089
H 15.0067 13.6917 23.0021 0.100
H 15.8590 12.9449 24.3503 0.121
H 15.2245 10.6244 23.4423 0.118
H 14.3301 11.4816 22.1426 0.089
H 12.8097 12.4526 23.9401 0.136
H 13.8371 11.4364 25.1134 0.136
H 12.9493 9.6676 22.0505 0.107
H 11.7956 11.0197 22.0063 0.123
H 11.0294 8.1677 22.6650 0.123
H 10.1112 9.4472 21.8962 0.121
H 10.2045 8.9233 24.7745 0.123
H 9.2395 10.1660 23.9777 0.137
H 11.3529 10.4690 25.7942 0.147
H 10.9157 11.6267 24.5603 0.132
H 14.1549 8.6686 24.0969 0.096
H 12.6197 8.1516 24.6719 0.114
H 13.6955 9.2494 25.6149 0.113
C 15.2143 17.7236 14.5976 0.033
C 16.4839 17.3681 13.8538 -0.321
O 16.8743 18.0929 12.9313 0.147
N 17.1798 16.0831 14.3688 0.105
H 17.2706 16.1012 15.3745 0.089
H 16.5665 15.3298 14.0920 0.160
C 18.5680 15.8480 13.6798 0.058
H 14.3771 17.1566 14.1907 0.104
H 14.9585 18.7832 14.6040 0.118
H 15.2945 17.2678 15.5845 0.070
H 18.2824 15.5950 12.6588 0.108
H 18.9097 14.9330 14.1635 0.071
H 19.1186 16.7633 13.8967 0.086
C 13.4852 15.2511 20.1703 -0.017
C 13.8460 14.0850 19.2652 -0.264
C 12.7148 13.0640 18.9987 -0.128
O 13.1461 11.9948 18.1025 -0.225
C 12.2229 10.9488 17.9573 -0.086
N 14.3713 14.6026 17.8914 0.240
H 15.3557 14.8281 17.9007 0.077
H 14.3153 13.8504 17.2197 0.135
H 13.7166 15.3065 17.5814 0.165
H 14.2918 15.9780 20.2655 0.092
H 13.1895 14.9464 21.1741 0.092
H 12.6334 15.8455 19.8397 0.101
H 14.7669 13.5889 19.5716 0.120
H 11.7321 13.4622 18.7462 0.148
H 12.5773 12.6067 19.9785 0.116
H 11.9857 10.5401 18.9396 0.086
H 12.4770 10.1097 17.3098 0.103
H 11.2965 11.3557 17.5519 0.102
C 20.6316 19.5977 19.7716 -0.427
O 19.7917 19.5157 18.6328 -0.079
O 19.7277 19.9874 20.8325 -0.251
C 21.4610 18.2644 20.0311 -0.604
F 21.9749 18.1783 21.2394 0.140
F 20.6880 17.1608 19.9379 0.086
F 22.5072 18.1470 19.2209 0.122
C 20.5130 19.3973 17.3769 -0.223
C 19.4621 18.8886 16.3023 -0.069
H 18.9157 18.0668 16.7652 0.046
H 18.7226 19.6064 15.9474 0.075
H 19.9570 18.3129 15.5202 0.035
H 21.3086 18.6621 17.2554 0.085
H 20.9530 20.3376 17.0449 0.114
H 21.4715 20.2863 19.6793 0.140
C 18.2109 15.3331 18.1023 -0.323
O 19.3325 14.8868 17.2510 -0.124
O 17.0796 15.4742 17.2620 -0.258
C 18.0461 14.4729 19.4778 -0.591
F 17.6237 13.2846 19.2691 0.160
F 19.1537 14.2561 20.2398 0.110
F 17.2941 15.1616 20.3141 0.143
C 20.6154 15.3086 17.6227 -0.283
C 21.6092 14.8806 16.5069 -0.042
H 21.5367 13.8000 16.3835 0.060
H 21.3251 15.3896 15.5859 0.059
H 22.5997 15.1955 16.8355 0.068
H 20.8130 14.9727 18.6407 0.093
H 20.8076 16.3815 17.6163 0.095
H 18.5014 16.3146 18.4770 0.135
```

**Total charge**: +6
**Total energy**: -114463.609 eV
**Gap between HOMO and LUMO**: 0.1691 hartree
**Multiplicity**: 1